The following is a DFT calculation (ωB97M-V/def2-TZVPD) of a cluster of 19 separate species, C31H106N20O19 in total at a distorted geometry.

Atoms and positions in Å:
C -2.44 4.11 -2.64
C -3.29 2.91 -2.92
C -4.35 2.55 -1.86
O -5.25 3.66 -1.71
C -6.26 3.43 -0.73
N -4.00 3.21 -4.19
H -3.06 4.78 -2.05
H -2.18 4.71 -3.52
H -1.53 3.90 -2.10
H -2.75 2.00 -3.17
H -3.91 2.31 -0.89
H -4.86 1.64 -2.15
H -5.96 3.55 0.31
H -6.84 2.54 -0.99
H -6.85 4.34 -0.87
H -4.71 3.67 -3.63
H -4.39 2.36 -4.58
C -3.38 4.71 5.91
C -1.90 4.25 5.74
C -1.38 3.25 6.77
O -1.89 1.91 6.38
C -1.14 0.83 7.07
N -1.81 3.70 4.38
H -3.69 5.43 5.16
H -3.58 5.24 6.84
H -4.00 3.81 5.82
H -1.24 5.11 5.85
H -1.65 3.50 7.80
H -0.31 3.42 6.66
H -0.76 0.06 6.41
H -1.69 0.38 7.89
H -0.22 1.26 7.47
H -0.89 3.34 4.13
H -2.31 2.82 4.48
C 3.89 -3.20 -5.50
C 4.53 -1.85 -5.10
C 3.66 -0.60 -5.34
O 4.23 0.55 -4.76
C 5.30 1.08 -5.56
N 4.89 -1.95 -3.72
H 3.52 -3.22 -6.52
H 3.05 -3.32 -4.81
H 4.53 -4.08 -5.40
H 5.41 -1.74 -5.74
H 2.77 -0.87 -4.77
H 3.49 -0.47 -6.41
H 5.13 1.01 -6.64
H 6.23 0.57 -5.31
H 5.36 2.16 -5.48
H 4.64 -1.01 -3.43
H 4.26 -2.58 -3.23
C -1.05 1.39 1.20
C -0.12 0.30 0.73
C 0.96 0.87 -0.18
O 1.76 -0.18 -0.78
C 2.76 0.29 -1.73
N 0.47 -0.38 1.85
H -0.56 2.22 1.73
H -1.82 1.01 1.86
H -1.47 1.92 0.34
H -0.62 -0.44 0.10
H 1.66 1.44 0.44
H 0.56 1.50 -0.97
H 3.62 0.62 -1.14
H 2.52 1.19 -2.29
H 3.08 -0.58 -2.31
H 1.29 -0.94 1.66
H 0.72 0.33 2.52
C -0.24 -4.95 -1.02
C -1.73 -4.70 -1.29
C -2.72 -5.42 -0.40
O -2.48 -6.84 -0.22
C -3.09 -7.38 0.93
N -1.90 -3.22 -1.14
H 0.36 -4.65 -1.87
H -0.02 -6.02 -1.09
H 0.11 -4.55 -0.07
H -1.95 -4.94 -2.33
H -3.76 -5.39 -0.75
H -2.77 -4.91 0.56
H -3.41 -8.36 0.56
H -3.94 -6.84 1.33
H -2.29 -7.44 1.67
H -2.83 -2.91 -0.88
H -1.30 -2.88 -0.39
C -5.33 -3.62 1.47
C -6.11 -2.51 0.86
C -5.69 -2.43 -0.68
O -4.40 -1.97 -0.85
C -4.05 -0.79 -0.10
N -7.55 -2.69 0.97
H -4.31 -3.26 1.66
H -5.33 -4.51 0.84
H -5.71 -3.95 2.44
H -5.90 -1.56 1.35
H -6.39 -1.70 -1.09
H -5.89 -3.35 -1.23
H -4.92 -0.13 -0.06
H -3.25 -0.25 -0.59
H -3.85 -0.97 0.96
H -7.58 -3.47 1.62
H -7.97 -2.96 0.09
O -2.21 4.48 1.57
H -2.16 4.23 2.49
H -2.05 5.42 1.56
O 1.34 3.16 3.33
H 2.12 2.59 3.35
H 1.45 3.74 4.09
O -4.42 2.10 1.64
H -4.07 1.69 2.44
H -3.99 2.96 1.61
O 2.51 2.79 -4.54
H 2.97 3.05 -5.34
H 2.85 1.91 -4.34
O 2.72 -2.80 2.70
H 2.36 -3.69 2.68
H 3.32 -2.80 3.45
O 1.75 -1.15 4.52
H 1.92 -1.54 3.65
H 0.81 -1.27 4.65
C 4.89 3.05 -1.93
O 5.67 2.42 -2.61
N 5.04 3.38 -0.67
N 3.76 3.66 -2.30
H 4.37 4.03 -0.29
H 5.77 2.92 -0.14
H 3.41 3.34 -3.19
H 3.28 4.24 -1.63
C 7.24 -0.17 -1.15
O 7.21 0.66 -0.24
N 7.95 -1.28 -1.08
N 6.70 -0.03 -2.34
H 8.55 -1.48 -0.29
H 7.93 -1.87 -1.90
H 6.24 0.86 -2.53
H 6.51 -0.83 -2.92
C 4.30 0.82 2.00
O 3.34 1.11 2.76
N 5.31 1.56 1.68
N 4.47 -0.35 1.51
H 5.44 2.47 2.11
H 6.08 1.11 1.20
H 3.69 -0.99 1.63
H 5.28 -0.63 0.98
C 1.51 4.86 -0.32
O 2.65 5.14 -0.15
N 0.76 4.27 0.56
N 0.77 5.06 -1.42
H -0.22 4.13 0.36
H 1.12 3.93 1.44
H -0.19 4.92 -1.17
H 1.00 5.53 -2.29
C 2.85 -3.50 -1.12
O 2.79 -3.13 -2.30
N 3.33 -4.63 -0.71
N 2.45 -2.76 -0.09
H 3.10 -5.01 0.19
H 3.63 -5.21 -1.49
H 2.27 -1.79 -0.36
H 2.70 -2.94 0.87
C -2.43 -2.11 4.62
O -1.65 -3.06 4.65
N -2.21 -1.00 3.93
N -3.52 -1.92 5.35
H -2.64 -0.12 4.18
H -1.39 -1.03 3.35
H -3.96 -1.01 5.32
H -3.76 -2.72 5.92
C -0.25 -2.06 -4.35
O 0.40 -2.07 -5.36
N 0.21 -2.07 -3.11
N -1.55 -1.93 -4.32
H 1.18 -2.36 -3.00
H -0.54 -2.31 -2.49
H -1.96 -2.13 -3.42
H -2.10 -2.05 -5.15

Calculated values
molecular weight: 1063.3 g/mol
energy: -3769.48502 Ha
frontier orbital gap: 0.3118 Ha
LUMO energy: -0.09 eV